[1]
C14H31NO4S2 | the ωB97M-V functional and the def2-TZVPD basis

```
! wB97M-V def2-TZVPD RIJCOSX def2/J DEFGRID3
* xyz -1 2
C 7.407 -23.410 -19.379
C 8.345 -24.131 -20.365
N 9.798 -24.086 -20.102
C 10.476 -25.289 -20.816
C 10.334 -25.139 -22.370
C 10.203 -22.692 -20.403
C 11.704 -22.534 -19.985
H 7.786 -23.570 -18.370
H 6.410 -23.826 -19.519
H 7.407 -22.380 -19.736
H 8.261 -25.218 -20.348
H 8.147 -23.863 -21.403
H 11.533 -25.238 -20.553
H 10.112 -26.256 -20.469
H 10.424 -24.121 -22.750
H 11.043 -25.653 -23.019
H 9.289 -25.139 -22.681
H 9.674 -21.904 -19.867
H 10.153 -22.385 -21.448
H 12.276 -22.929 -20.826
H 12.004 -23.137 -19.128
H 12.033 -21.520 -19.760
C 8.913 -18.700 -22.216
C 8.879 -19.417 -23.527
C 7.490 -19.552 -24.062
S 6.649 -20.243 -22.586
O 6.509 -21.720 -22.396
O 5.516 -19.339 -22.436
C 7.909 -19.597 -21.390
H 8.375 -17.752 -22.242
H 9.723 -18.469 -21.524
H 9.385 -20.380 -23.593
H 9.683 -18.948 -24.095
H 7.142 -20.203 -24.864
H 7.138 -18.610 -24.480
H 8.313 -20.496 -20.926
H 7.387 -19.161 -20.538
C 11.040 -20.544 -27.121
C 12.552 -20.574 -27.241
C 12.973 -20.987 -28.700
S 11.500 -22.053 -29.398
O 11.990 -23.434 -29.558
O 10.828 -21.346 -30.476
C 10.549 -21.878 -27.776
H 10.636 -19.803 -27.811
H 10.694 -20.457 -26.091
H 12.961 -21.237 -26.478
H 12.832 -19.521 -27.264
H 13.889 -21.538 -28.483
H 13.086 -20.119 -29.350
H 10.823 -22.723 -27.143
H 9.476 -21.878 -27.968
*
```

Properties
electronic energy	-46366.265	eV
<S²>	0.750
LUMO (alpha / beta)	0.1058 / 0.1034	Ha
gap between HOMO and LUMO (alpha / beta)	2.56 / 8.89	eV

=====

[2]
C2H9N2S2 | the ωB97M-V functional and the def2-TZVPD basis

```
! wB97M-V def2-TZVPD RIJCOSX def2/J DEFGRID3
* xyz 0 2
C 0.808 -2.721 -0.483
S -0.294 -1.540 -1.287
S 1.040 -0.726 -2.673
H 1.296 -3.394 -1.181
H 0.193 -3.297 0.211
H 1.549 -2.176 0.099
H 1.312 0.437 -2.048
N 0.268 0.986 0.741
C -1.019 1.471 0.619
N -1.517 2.534 1.334
H 0.939 1.407 1.353
H 0.489 0.118 0.278
H -1.571 1.133 -0.244
H -2.410 2.899 1.107
H -1.082 2.867 2.173
*
```

Properties
energy relative to the best compared isomer or geometry (same formula, charge and spin)	0.0	kJ/mol
electronic energy	-26868.658	eV
<S²>	0.753
LUMO (alpha / beta)	0.0202 / 0.0195	Ha
gap between HOMO and LUMO (alpha / beta)	4.96 / 9.58	eV

=====

[3]
C3H10N2O2 | the ωB97M-V functional and the def2-TZVPD basis

```
! wB97M-V def2-TZVPD RIJCOSX def2/J DEFGRID3
* xyz 0 1
C -1.480 -0.361 1.211
C -0.788 -0.321 -0.121
C -1.123 0.793 -1.070
N 0.007 -1.272 -0.560
O 0.104 -2.333 0.360
H -1.805 0.642 1.496
H -2.357 -1.011 1.147
H -0.810 -0.745 1.983
H -0.384 0.854 -1.872
H -1.159 1.745 -0.537
H -2.104 0.597 -1.515
H 0.491 -3.046 -0.177
N 2.357 1.427 -0.286
O 1.891 0.230 0.343
H 3.310 1.238 -0.603
H 2.465 2.085 0.488
H 1.386 -0.521 -0.287
*
```

Properties
SMILES string	CC(C)=NO.NO
energy relative to the best compared isomer or geometry (same formula, charge and spin)	484.2	kJ/mol
electronic energy	-10344.470	eV
LUMO	0.0354	Ha
gap between HOMO and LUMO	9.34	eV

=====

[4]
C10H8F6N4O4PdS4 | the ωB97M-V functional and the def2-TZVPD basis

```
! wB97M-V def2-TZVPD RIJCOSX def2/J DEFGRID3
* xyz 0 1
Pd 0.247 0.035 -0.219
C -4.856 -1.068 1.637
S -4.046 -1.692 0.153
C -2.725 -0.587 -0.022
S -1.728 -0.844 -1.423
N -2.597 0.408 0.792
N -1.448 1.095 0.516
C -1.401 2.353 0.626
C -0.164 3.020 0.191
C 0.088 4.357 0.426
C 1.277 4.900 -0.035
C 2.172 4.092 -0.713
C 1.838 2.761 -0.916
N 0.691 2.248 -0.484
H -5.868 -1.468 1.622
H -4.876 0.019 1.615
H -4.323 -1.412 2.520
H -2.266 2.915 0.965
H -0.635 4.955 0.966
H 1.504 5.944 0.137
H 3.115 4.476 -1.078
H 2.497 2.082 -1.441
F 4.546 -1.095 2.714
C 4.356 -0.350 1.641
F 5.184 -0.740 0.683
F 4.601 0.921 1.936
S 2.610 -0.460 1.042
O 2.683 -0.304 -0.413
O 1.887 0.602 1.716
N 2.242 -1.912 1.526
S 0.796 -2.416 1.092
O 0.652 -2.528 -0.347
O -0.283 -1.772 1.798
C 0.869 -4.128 1.729
F -0.286 -4.708 1.440
F 1.857 -4.798 1.153
F 1.049 -4.124 3.041
*
```

Properties
energy relative to the best compared isomer or geometry (same formula, charge and spin)	297.7	kJ/mol
electronic energy	-87772.254	eV
LUMO (alpha / beta)	-0.0847 / -0.0851	Ha
gap between HOMO and LUMO (alpha / beta)	6.31 / 6.30	eV

=====

[5]
C4H7N3S3 | the ωB97M-V functional and the def2-TZVPD basis

```
! wB97M-V def2-TZVPD RIJCOSX def2/J DEFGRID3
* xyz 0 1
C -0.751 0.442 1.678
C 0.185 -0.267 0.760
S 1.424 -1.352 1.629
N -0.587 -1.134 -0.093
C -0.924 -0.850 -1.370
S -1.907 -1.856 -2.204
N -0.342 0.224 -1.879
C 0.689 0.995 -1.491
S 1.604 1.976 -2.503
N 1.000 0.811 -0.169
H -0.176 0.704 2.492
H -1.497 -0.231 1.962
H -1.105 1.163 1.110
H 2.250 -0.303 2.067
H -1.039 -1.823 0.489
H -0.685 0.397 -2.859
H 1.861 1.105 0.379
*
```

Properties
SMILES string	CC1(S)NC(=S)NC(=S)N1
energy relative to the best compared isomer or geometry (same formula, charge and spin)	53.3	kJ/mol
electronic energy	-41236.823	eV
LUMO	-0.0005	Ha
gap between HOMO and LUMO	8.77	eV

=====

[6]
C24H23BrCoN8OS3 | the ωB97M-V functional and the def2-TZVPD basis

```
! wB97M-V def2-TZVPD RIJCOSX def2/J DEFGRID3
* xyz 0 2
Co 0.543 0.353 0.431
S -0.083 1.671 2.412
C -1.758 1.931 2.147
C -2.427 2.574 3.203
N -2.930 3.092 4.097
C -2.446 1.599 0.994
S -1.775 0.735 -0.338
C -3.774 2.034 0.862
N -4.844 2.430 0.728
C -1.418 4.489 -1.896
C -0.205 3.619 -1.886
C 0.536 3.368 -3.037
C 1.664 2.571 -2.952
C 1.954 1.967 -1.742
Br 3.536 0.920 -1.639
N 1.215 2.114 -0.649
C 0.205 2.988 -0.718
H -1.488 5.053 -2.822
H -1.408 5.180 -1.056
H -2.311 3.869 -1.805
H 0.252 3.813 -3.979
H 2.310 2.407 -3.798
H -0.304 3.205 0.211
C 4.692 0.437 3.569
N 3.394 -0.114 3.839
C 2.875 -0.438 5.060
C 1.621 -0.898 4.875
N 1.349 -0.870 3.515
C 2.463 -0.372 2.884
S 2.777 -0.107 1.275
C 0.146 -1.270 2.925
C -0.971 -1.552 3.719
C -2.108 -2.059 3.123
C -2.086 -2.339 1.762
C -0.958 -1.997 1.047
N 0.119 -1.420 1.589
H 5.326 0.319 4.446
H 4.614 1.495 3.310
H 5.125 -0.082 2.713
H 3.444 -0.323 5.961
H 0.923 -1.254 5.601
H -0.969 -1.344 4.775
H -2.990 -2.260 3.714
H -2.936 -2.784 1.272
H -0.891 -2.195 -0.013
N 0.818 -0.757 -1.271
C 0.425 -1.211 -2.259
N 0.027 -1.704 -3.391
C 0.633 -2.908 -3.936
C -0.354 -4.074 -3.808
O -1.586 -3.756 -4.413
C -2.188 -2.632 -3.810
C -1.288 -1.396 -3.931
H 1.557 -3.125 -3.402
H 0.853 -2.729 -4.993
H -0.511 -4.307 -2.743
H 0.020 -4.963 -4.320
H -2.389 -2.832 -2.745
H -3.134 -2.475 -4.330
H -1.718 -0.553 -3.388
H -1.164 -1.127 -4.986
*
```

Properties
electronic energy	-179404.151	eV
<S²>	1.044
LUMO (alpha / beta)	0.0010 / 0.0013	Ha
gap between HOMO and LUMO (alpha / beta)	6.60 / 6.58	eV